Entry 1:
26
Properties=species:S:1:pos:R:3:mulliken_charge:R:1 method="wB97M-V/def2-TZVPD" e_tot_ha=-1202.005432 gap_ev=8.252
C -1.799 -3.843 0.579 -1.44
C -1.610 -2.429 0.059 0.59
C -2.189 -2.211 -1.302 -1.10
O -0.152 -2.199 0.104 -0.33
C 0.272 -0.933 -0.202 0.40
S 1.521 -0.360 0.902 -0.15
S -0.222 -0.030 -1.473 -0.36
H -2.862 -4.076 0.698 0.39
H -1.372 -4.573 -0.120 0.33
H -1.325 -3.976 1.555 0.35
H -2.047 -1.714 0.767 0.23
H -3.270 -2.386 -1.278 0.37
H -2.040 -1.160 -1.624 0.26
H -1.721 -2.875 -2.040 0.31
C 0.696 3.010 -0.782 -0.85
N 1.679 2.306 0.013 0.13
C 2.665 3.194 0.548 -1.11
C 1.294 1.320 1.098 -0.64
H 1.185 3.923 -1.149 0.34
H 0.372 2.444 -1.662 0.16
H -0.204 3.311 -0.229 0.32
H 2.967 3.982 -0.140 0.34
H 2.268 3.652 1.462 0.41
H 3.534 2.615 0.850 0.33
H 2.069 1.454 1.888 0.35
H 0.289 1.553 1.477 0.38



Entry 2:
73
Properties=species:S:1:pos:R:3:mulliken_charge:R:1 method="wB97M-V/def2-TZVPD" e_tot_ha=-1858.034567 charge=+1 spin_multiplicity=3 gap_ev="7.989 / 6.553"
Pt -1.893 0.331 -0.023 1.65
C 2.090 -0.140 2.423 -0.99
N 0.954 0.429 3.125 0.77
C 1.208 0.759 4.522 -1.31
C -0.177 0.773 2.485 -0.52
N -0.217 0.996 1.172 0.51
C 0.817 1.693 0.514 -0.04
C 1.361 2.778 1.164 -0.51
C 2.383 3.556 0.600 -1.26
C 2.833 3.261 -0.649 -0.87
C 2.276 2.185 -1.382 1.53
C 2.763 1.949 -2.691 -0.97
C 2.243 0.947 -3.452 -1.35
C 1.218 0.145 -2.930 -0.58
C 0.737 0.302 -1.647 0.28
N -0.322 -0.528 -1.238 0.84
C -0.431 -1.786 -1.672 -0.82
N 0.623 -2.620 -1.738 0.76
C 1.837 -2.390 -0.977 -1.03
C 0.717 -3.701 -2.712 -1.33
N -1.643 -2.264 -2.031 0.37
C -2.086 -3.620 -1.733 -1.22
C -2.686 -1.378 -2.517 -1.23
C 1.253 1.362 -0.819 -0.52
N -1.318 0.871 3.208 0.37
C -2.405 1.724 2.773 -1.15
C -1.649 -0.036 4.302 -1.23
H 2.528 -0.911 3.055 0.56
H 2.841 0.621 2.193 0.34
H 1.753 -0.594 1.497 -0.05
H 2.162 1.287 4.584 0.39
H 1.267 -0.148 5.127 0.37
H 0.429 1.409 4.907 0.42
H 0.983 3.032 2.148 0.55
H 2.793 4.388 1.156 0.41
H 3.615 3.849 -1.112 0.46
H 3.552 2.586 -3.069 0.47
H 2.605 0.767 -4.455 0.45
H 0.778 -0.622 -3.557 0.57
H 1.619 -1.748 -0.129 -0.03
H 2.609 -1.918 -1.590 0.37
H 2.197 -3.350 -0.610 0.55
H -0.097 -3.638 -3.427 0.44
H 0.701 -4.672 -2.215 0.36
H 1.662 -3.597 -3.250 0.39
H -2.338 -4.159 -2.649 0.38
H -2.979 -3.568 -1.106 0.35
H -1.321 -4.167 -1.194 0.37
H -2.254 -0.458 -2.901 0.30
H -3.417 -1.143 -1.733 0.29
H -3.223 -1.881 -3.323 0.43
H -2.016 2.534 2.160 0.20
H -2.886 2.154 3.652 0.45
H -3.170 1.172 2.212 0.28
H -0.859 -0.765 4.448 0.38
H -2.569 -0.569 4.052 0.36
H -1.807 0.514 5.231 0.37
N -2.049 -1.393 1.094 -0.66
C -1.293 -2.187 1.499 0.95
C -0.400 -3.113 1.979 -0.02
C 0.204 -2.888 3.243 0.22
N 0.667 -2.660 4.273 -0.59
C -0.020 -4.202 1.155 0.18
N 0.264 -5.060 0.439 -0.60
N -1.316 3.580 -4.154 -0.60
N -1.483 3.233 -2.830 1.20
N -1.465 4.120 -1.863 -1.02
C -1.732 3.365 -0.810 -0.15
N -1.899 2.087 -1.165 0.00
N -1.744 2.021 -2.477 -0.37
H -0.861 4.486 -4.169 0.33
H -0.730 2.875 -4.590 0.30
H -1.787 3.736 0.197 0.53



Entry 3:
39
Properties=species:S:1:pos:R:3:mulliken_charge:R:1 method="wB97M-V/def2-TZVPD" e_tot_ha=-6374.126201 charge=+3 spin_multiplicity=2 gap_ev="7.218 / 7.702"
Ru -0.685 -0.008 0.656 0.57
C 2.808 0.014 -0.712 -1.16
P 1.839 0.239 0.812 0.92
C 2.850 -0.454 2.152 -1.12
C 1.774 2.076 1.121 -0.81
C 1.075 2.886 0.030 -1.02
P -0.565 2.193 -0.547 0.95
C -1.791 3.494 -0.227 -1.17
C -0.446 2.028 -2.362 -1.14
H 3.867 0.142 -0.476 0.40
H 2.517 0.729 -1.480 0.34
H 2.659 -0.999 -1.091 0.40
H 3.776 0.122 2.231 0.44
H 3.104 -1.488 1.911 0.41
H 2.331 -0.428 3.111 0.39
H 2.816 2.409 1.209 0.48
H 1.294 2.241 2.095 0.38
H 1.717 2.980 -0.850 0.41
H 0.887 3.897 0.408 0.53
H -1.501 4.399 -0.768 0.44
H -1.840 3.727 0.837 0.39
H -2.779 3.184 -0.572 0.41
H -0.297 3.021 -2.797 0.44
H -1.378 1.612 -2.752 0.41
H 0.381 1.378 -2.651 0.33
Br -3.859 0.195 0.600 -0.01
C -3.739 -0.099 2.505 -0.44
Br -1.830 -0.088 2.963 0.00
H -4.155 -1.075 2.766 0.42
H -4.236 0.716 3.036 0.40
C -0.190 -5.180 -1.066 -1.12
C -1.214 -4.177 -1.590 -0.15
C -1.083 -2.887 -1.029 0.09
N -0.956 -1.838 -0.561 -0.46
H -0.460 -6.176 -1.416 0.34
H -0.130 -5.186 0.023 0.37
H 0.814 -4.968 -1.446 0.33
H -2.237 -4.536 -1.385 0.30
H -1.141 -4.096 -2.685 0.29



Entry 4:
6
Properties=species:S:1:pos:R:3:mulliken_charge:R:1 method="wB97M-V/def2-TZVPD" e_tot_ha=-152.843608 gap_ev=10.713
O 0.793 -0.228 -0.176 -0.62
H 0.949 -0.457 0.768 0.33
H 1.631 -0.470 -0.631 0.32
O -1.166 0.605 0.345 -0.74
H -0.349 0.464 -0.184 0.42
H -1.858 0.086 -0.123 0.29



Entry 5:
35
Properties=species:S:1:pos:R:3:mulliken_charge:R:1 method="wB97M-V/def2-TZVPD" e_tot_ha=-1615.544191 gap_ev=8.417
C -0.984 2.168 -0.720 -0.82
C -1.753 1.186 -0.292 0.19
C -2.955 0.671 -1.032 -0.95
N -2.695 -0.647 -1.587 -0.13
C -2.933 -1.772 -0.890 0.43
O -3.514 -1.815 0.170 -0.64
C -2.440 -3.056 -1.560 -0.68
H -3.119 -3.333 -2.368 0.42
H -2.426 -3.866 -0.830 0.37
S -0.806 -2.882 -2.366 -0.14
C 0.040 -1.877 -1.192 0.23
N 0.838 -0.987 -1.676 -0.55
C 1.489 -0.226 -0.776 0.49
C 1.354 -0.315 0.607 0.66
C 2.141 0.649 1.297 -0.20
C 2.846 1.439 0.438 0.86
S 2.573 1.029 -1.238 -0.29
C 3.770 2.547 0.798 -1.25
H 3.253 3.291 1.405 0.30
H 4.608 2.168 1.383 0.30
H 4.157 3.028 -0.096 0.42
C 2.192 0.789 2.782 -1.70
H 3.207 0.631 3.143 0.33
H 1.533 0.059 3.243 0.42
H 1.882 1.790 3.080 0.32
C 0.467 -1.318 1.147 0.07
O 0.219 -1.565 2.306 -0.70
N -0.156 -2.075 0.135 0.05
H -0.795 -2.786 0.471 0.23
H -2.122 -0.692 -2.418 0.33
H -3.226 1.342 -1.850 0.45
H -3.796 0.563 -0.343 0.26
H -1.533 0.669 0.633 0.37
H -0.125 2.502 -0.164 0.31
H -1.188 2.689 -1.641 0.22



Entry 6:
22
Properties=species:S:1:pos:R:3:mulliken_charge:R:1 method="wB97M-V/def2-TZVPD" e_tot_ha=-611.913547 gap_ev=8.409
C 0.976 0.191 -0.297 -0.21
C 2.150 -0.503 -0.146 0.79
C -2.236 -2.138 -0.002 -0.82
C -2.426 -0.856 0.821 -0.38
C -1.927 -0.775 -0.533 0.74
C 0.741 2.526 0.247 -1.09
C 0.846 1.489 -0.881 -0.61
N 1.905 -1.767 0.300 -0.78
N 0.598 -1.918 0.263 -0.35
N 0.053 -0.778 -0.101 0.40
O 3.335 0.007 0.006 -0.48
F -2.263 -0.130 -1.643 -0.20
H -1.433 -2.636 0.536 0.28
H -3.010 -2.753 -0.317 0.36
H -3.393 -0.385 0.890 0.31
H -1.799 -0.705 1.798 0.21
H 1.802 2.626 0.742 0.26
H 0.097 2.300 1.078 0.32
H 0.438 3.494 -0.139 0.35
H 1.721 1.830 -1.335 0.26
H 0.008 1.582 -1.614 0.30
H 3.816 -0.700 0.327 0.36



Entry 7:
22
Properties=species:S:1:pos:R:3:mulliken_charge:R:1 method="wB97M-V/def2-TZVPD" e_tot_ha=-383.555318 gap_ev=9.148
C 1.328 0.458 0.016 -0.23
C 2.477 -0.055 0.864 -1.45
O 0.929 1.749 0.469 -0.59
H 0.272 1.583 1.177 0.41
H 1.669 0.553 -1.024 0.47
H -0.293 0.921 -1.273 0.38
H 2.176 -0.135 1.915 0.32
H 3.337 0.622 0.815 0.37
H 2.807 -1.045 0.534 0.33
C -2.294 1.349 -0.794 -0.81
C 0.029 -1.963 -0.188 -1.61
N -1.264 0.476 -1.359 -0.47
C -0.168 -0.540 0.261 1.21
N -0.783 -0.241 1.361 -0.81
H -1.665 -0.344 -1.809 0.25
H -1.080 -1.078 1.866 0.22
H -2.983 1.668 -1.578 0.33
H -2.857 0.802 -0.037 0.30
H -1.811 2.204 -0.317 0.24
H -0.910 -2.341 -0.607 0.42
H 0.803 -2.045 -0.953 0.34
H 0.284 -2.597 0.661 0.40



Entry 8:
18
Properties=species:S:1:pos:R:3:mulliken_charge:R:1 method="wB97M-V/def2-TZVPD" e_tot_ha=-738.430246 gap_ev=8.777
C 0.741 0.871 -0.663 -0.65
C -0.164 0.152 0.398 0.34
C 1.103 -1.728 1.438 -1.21
C 0.392 -0.352 1.678 -0.77
Si 0.190 1.519 -2.348 0.26
Si -1.983 -0.036 0.133 0.38
H 1.754 0.753 -0.577 0.44
H 0.294 -2.397 1.665 0.31
H 1.312 -1.787 0.474 0.48
H 1.944 -1.955 2.076 0.33
H 1.228 0.334 1.878 0.25
H -0.313 -0.422 2.383 0.55
H 1.364 2.484 -2.470 -0.13
H -0.927 2.363 -2.481 -0.10
H 0.327 0.477 -3.544 -0.07
H -2.777 1.199 0.188 -0.11
H -2.558 -1.031 0.951 -0.14
H -1.926 -0.445 -1.181 -0.17



Entry 9:
23
Properties=species:S:1:pos:R:3:mulliken_charge:R:1 method="wB97M-V/def2-TZVPD" e_tot_ha=-764.482234 charge=+1 spin_multiplicity=2 gap_ev="9.762 / 5.065"
C 0.090 -0.066 1.156 -0.87
C -1.071 -0.548 0.308 -0.61
S -2.417 -0.856 1.483 -0.23
C 1.482 -0.281 0.378 -0.72
N 1.612 -1.652 -0.070 0.11
C 1.359 -1.886 -1.482 -0.82
H 0.050 0.998 1.389 0.43
H 0.194 -0.465 2.149 0.57
H -0.880 -1.506 -0.253 0.44
H -1.316 0.072 -0.589 0.35
H -3.335 -1.502 0.715 0.18
H 1.337 0.262 -0.537 0.42
H 2.370 0.082 0.860 0.34
H 1.353 -2.363 0.611 0.35
H 2.346 -1.796 -1.960 0.34
H 0.739 -1.122 -1.956 0.38
H 1.049 -2.934 -1.604 0.35
H -2.021 3.360 1.026 0.30
H -2.412 1.848 0.896 0.30
O -1.871 2.547 0.519 -0.57
H 0.987 3.014 -1.469 0.30
H 0.117 2.358 -0.307 0.26
O 0.236 2.437 -1.262 -0.62



Entry 10:
54
Properties=species:S:1:pos:R:3:mulliken_charge:R:1 method="wB97M-V/def2-TZVPD" e_tot_ha=-2505.638042 charge=+1 gap_ev=6.107
Pd 0.648 0.409 0.294 0.29
I -4.878 -0.886 -4.784 0.13
C -3.397 -1.072 -3.324 -0.53
C -2.369 -1.994 -3.486 -0.27
C -1.375 -2.093 -2.526 0.06
I 0.199 -3.447 -2.763 0.05
C -1.379 -1.297 -1.378 -0.07
O -0.422 -1.354 -0.474 -0.60
C -2.421 -0.381 -1.237 0.82
C -2.392 0.485 -0.018 -1.26
N -1.223 1.415 -0.037 -0.22
C -1.109 2.181 -1.285 -0.93
C -0.313 1.387 -2.272 1.06
C -0.612 1.289 -3.618 -1.03
C 0.250 0.596 -4.447 -0.36
C 1.402 0.032 -3.911 -1.04
C 1.631 0.162 -2.561 -0.31
N 0.788 0.818 -1.753 0.57
C -3.423 -0.272 -2.198 -0.68
H -2.345 -2.632 -4.359 0.43
H -2.315 -0.100 0.899 0.28
H -3.302 1.090 0.021 0.49
H -1.288 2.039 0.763 0.39
H -0.560 3.098 -1.061 0.47
H -2.081 2.458 -1.695 0.42
H -1.515 1.746 -4.000 0.50
H 0.030 0.497 -5.501 0.45
H 2.101 -0.518 -4.524 0.47
H 2.516 -0.265 -2.109 0.41
H -4.225 0.445 -2.063 0.46
N 1.505 -2.324 0.961 -0.71
N 2.014 -1.086 0.520 0.17
H 0.779 -2.585 0.285 0.41
H 1.032 -2.159 1.845 0.14
H 2.480 -1.259 -0.367 0.34
H 2.696 -0.783 1.213 0.22
C 2.676 -0.363 3.642 -1.25
Si 0.810 -0.051 3.648 0.38
C 0.004 -1.537 4.440 -1.14
C 0.465 1.459 4.681 -1.12
O 0.174 0.117 2.132 -0.32
H 3.078 -0.080 4.617 0.46
H 3.243 0.229 2.918 0.38
H 2.928 -1.418 3.494 0.37
H 0.431 -1.693 5.434 0.38
H 0.136 -2.467 3.882 0.39
H -1.069 -1.379 4.558 0.30
H 0.827 1.302 5.700 0.38
H -0.607 1.662 4.736 0.30
H 0.954 2.352 4.286 0.28
Cl 1.287 3.142 1.159 -0.14
C 2.138 1.710 0.594 -0.41
H 2.811 1.409 1.387 0.27
H 2.588 1.965 -0.359 0.49



Entry 11:
15
Properties=species:S:1:pos:R:3:mulliken_charge:R:1 method="wB97M-V/def2-TZVPD" e_tot_ha=-3456.787505 gap_ev=10.203
C -1.450 -0.463 -0.739 0.19
C 1.503 -0.261 0.237 0.36
C 2.751 0.695 0.090 0.69
C -2.817 -0.273 0.010 0.84
N 0.400 0.226 0.563 -0.45
O -1.205 0.173 -1.693 -0.45
F 2.365 1.783 -0.563 -0.23
F 3.814 0.197 -0.555 -0.24
F 3.171 1.138 1.277 -0.23
F -3.482 -1.453 0.111 -0.28
F -2.471 -0.043 1.261 -0.24
F -3.728 0.571 -0.459 -0.24
Br 1.755 -2.069 0.054 -0.07
H -0.827 -1.404 -0.489 0.14
H 0.219 1.183 0.893 0.22



Entry 12:
18
Properties=species:S:1:pos:R:3:mulliken_charge:R:1 method="wB97M-V/def2-TZVPD" e_tot_ha=-463.634471 gap_ev=8.428
O -0.130 -3.083 -0.280 -0.62
O -2.392 -2.330 -0.571 -0.53
B -1.052 -2.079 -0.374 0.63
C -1.037 1.514 0.885 -0.69
C -1.378 0.182 0.545 -0.50
C 0.238 1.968 0.553 -0.46
C 0.749 -0.150 -0.503 -0.59
C -0.518 -0.599 -0.171 0.06
C 1.153 1.160 -0.134 0.84
N 2.422 1.685 -0.356 -0.49
H 0.727 -2.937 0.158 0.33
H -2.604 -3.276 -0.692 0.30
H -1.748 2.153 1.361 0.40
H -2.310 -0.287 0.828 0.37
H 0.530 2.969 0.842 0.28
H 1.498 -0.756 -1.026 0.32
H 3.120 1.246 -0.949 0.18
H 2.733 2.620 -0.116 0.17